Entry 1:
Molecular formula: C8H24O8
Method: DFT, wB97M-V/def2-TZVPD

HOMO level: -9.7 eV
Structure (SMILES): OCCO.OCCO.OCCO.OCCO
Spin multiplicity: 1
E_tot: -921.0540 hartree
Relative energy (zero: lowest compared OMol25 entry of this formula, charge and spin): 8.1 kcal per mole
Strongest force on any atom: 0.8 eV/Å

Last column: natural (NBO) charge in e.
Cartesian coordinates (Å):
O -8.81281 -20.63668 -3.41379  -0.74
C -9.86281 -21.54952 -3.72900  -0.10
C -11.14752 -20.84070 -3.99818  -0.10
O -11.02578 -20.11791 -5.21725  -0.74
H -8.86713 -19.91959 -4.06020  0.49
H -9.56418 -22.22071 -4.54178  0.19
H -10.03476 -22.20082 -2.86841  0.20
H -11.32572 -20.17107 -3.14681  0.17
H -11.97591 -21.55728 -4.03518  0.18
H -11.75598 -19.49680 -5.28942  0.47
O -6.82942 -22.16302 -4.62236  -0.77
C -5.80384 -21.41170 -5.23750  -0.07
C -5.86473 -19.95157 -4.89679  -0.10
O -6.97178 -19.36470 -5.57740  -0.74
H -7.45442 -21.53549 -4.22941  0.50
H -4.81757 -21.78887 -4.94213  0.18
H -5.85193 -21.54513 -6.32616  0.17
H -4.91580 -19.49612 -5.18898  0.17
H -6.01676 -19.87617 -3.81215  0.17
H -6.93038 -18.40615 -5.51767  0.47
O -13.04510 -23.47855 -7.74211  -0.72
C -11.88848 -22.67119 -7.92167  -0.09
C -11.96101 -21.75635 -9.13008  -0.10
O -11.50743 -22.35547 -10.34087  -0.72
H -13.52737 -23.56874 -8.56875  0.47
H -11.83030 -22.02103 -7.04017  0.18
H -10.97314 -23.26996 -7.91353  0.17
H -11.42886 -20.82563 -8.91864  0.17
H -13.01472 -21.51600 -9.28898  0.18
H -10.54988 -22.28839 -10.36594  0.47
O -5.03297 -25.23356 -3.15101  -0.73
C -6.10733 -26.16663 -3.24256  -0.09
C -7.21377 -25.54591 -4.02604  -0.08
O -7.89425 -24.52613 -3.33538  -0.74
H -4.37816 -25.55866 -2.52766  0.47
H -5.80961 -27.09153 -3.75572  0.15
H -6.45505 -26.42382 -2.23702  0.17
H -7.92323 -26.34997 -4.25777  0.17
H -6.81482 -25.19756 -4.98482  0.17
H -7.45117 -23.69055 -3.52739  0.50



Entry 2:
Molecular formula: C8H25BBeClN2O3P2S
Method: DFT, wB97M-V/def2-TZVPD

HOMO level: -10.8 eV
Total charge: +1
Spin multiplicity: 1
E_tot: -2235.3511 hartree
Strongest force on any atom: 3.1 eV/Å

Last column: natural (NBO) charge in e.
Cartesian coordinates (Å):
C 2.37860 -3.19839 0.23443  -0.62
C 1.11084 -2.42508 0.55232  -0.19
Cl -0.04851 -3.59710 1.31192  -0.07
C 0.44204 -1.87016 -0.69799  -0.68
P -0.17921 -0.00434 -0.66375  0.27
C 1.41178 0.66396 0.20630  -0.68
C 1.75010 2.11759 -0.09989  -0.44
C 0.85575 3.15817 0.57017  -0.23
N 0.64368 2.86981 2.01046  -0.87
B -1.20915 -0.22208 1.12678  1.29
O -0.55563 -0.40473 2.26488  -0.96
N -2.62165 -0.17717 0.98027  -0.70
C -3.15794 -1.48277 0.55419  -0.42
C -3.15349 0.93680 0.20681  -0.42
P 0.62284 0.27587 -2.79495  1.71
O 0.14356 -0.94357 -3.67927  -0.97
O 2.18660 0.19370 -2.72838  -0.99
S -0.07130 1.93382 -3.49049  -0.48
H 2.19606 -3.95628 -0.51896  0.22
H 2.70825 -3.70796 1.13371  0.24
H 3.16268 -2.50509 -0.05933  0.22
H 1.33492 -1.71591 1.33756  0.23
H 1.12101 -1.99786 -1.53855  0.24
H -0.43012 -2.46479 -0.95090  0.24
H -1.41726 -0.44675 -1.34448  -0.07
H -0.69193 1.34724 -0.71762  -0.01
H 2.23407 0.03209 -0.12890  0.23
H 1.38301 0.57581 1.28737  0.26
H 2.73468 2.25186 0.35402  0.23
H 1.87517 2.32926 -1.15662  0.23
H 1.29201 4.14213 0.43343  0.21
H -0.10998 3.20639 0.07205  0.18
H 0.90196 3.68762 2.54452  0.38
H -0.34828 2.75774 2.16744  0.35
H -0.95643 0.14147 2.98637  0.51
H -3.50420 -1.40404 -0.47610  0.21
H -2.41308 -2.26959 0.60031  0.23
H -4.02569 -1.73603 1.15488  0.24
H -2.71996 0.99477 -0.80090  0.21
H -4.22327 0.79628 0.08199  0.23
H -3.02839 1.87261 0.74008  0.22
H -0.82224 -0.93372 -3.71388  0.53
H 2.55592 0.39361 -3.60028  0.54
Be 0.64214 0.78480 4.24898  0.12



Entry 3:
Molecular formula: C8H25F9O12
Method: DFT, wB97M-V/def2-TZVPD

HOMO level: -10.4 eV
Structure (SMILES): O=C1CC[C@H](C(F)(F)C(F)(F)C(F)(F)C(F)(F)F)O1.O.O.O.O.O.O.O.O.O.O
Spin multiplicity: 1
E_tot: -2121.5223 hartree
Relative energy (zero: lowest compared OMol25 entry of this formula, charge and spin): 6.3 kcal per mole
Strongest force on any atom: 2.1 eV/Å

Last column: natural (NBO) charge in e.
Cartesian coordinates (Å):
O 3.36615 -0.04538 -0.41909  -0.58
C 2.18688 -0.23000 -0.50499  0.82
C 1.36542 -1.32434 -1.10178  -0.52
C 0.40938 -1.59293 0.10236  -0.44
C 0.24652 -0.14954 0.62465  0.02
C -1.12029 0.54287 0.69864  0.64
F -0.89197 1.87396 0.81805  -0.29
F -1.73602 0.14660 1.85656  -0.35
C -2.12241 0.33675 -0.49283  0.58
F -2.56246 1.55022 -0.91589  -0.30
F -1.49962 -0.24510 -1.54475  -0.31
C -3.42754 -0.47300 -0.21410  0.55
F -4.13904 0.11960 0.75006  -0.29
F -4.14432 -0.40471 -1.36848  -0.31
C -3.31073 -1.98954 0.09891  0.93
F -4.52904 -2.45864 0.31842  -0.29
F -2.79567 -2.63688 -0.93431  -0.30
F -2.57232 -2.22482 1.17357  -0.30
O 1.26610 0.65679 0.02940  -0.49
H 1.88006 -2.18297 -1.51759  0.24
H 0.84879 -0.76701 -1.88924  0.29
H -0.44321 -2.10052 -0.34088  0.23
H 0.95133 -2.20703 0.82026  0.24
H 0.51687 -0.19421 1.69085  0.22
O -1.71100 -1.37870 4.28148  -0.96
H -2.00029 -0.72097 4.92198  0.48
H -2.10971 -1.11203 3.44901  0.48
O -0.59130 1.38332 4.67631  -0.96
H -0.76460 1.42214 3.73020  0.48
H 0.14722 1.98918 4.80722  0.49
O -2.33290 1.48488 -3.94684  -0.96
H -2.61941 1.07596 -3.12401  0.48
H -3.14263 1.80656 -4.35380  0.48
O 1.93576 0.65478 6.04319  -0.95
H 1.79238 1.14922 6.85606  0.47
H 1.10477 0.18950 5.88954  0.48
O 0.58172 1.08958 -3.03933  -0.98
H 1.13570 1.78949 -3.40626  0.50
H -0.28649 1.26029 -3.42449  0.48
O 2.20624 1.66878 -5.36979  -0.94
H 1.65602 1.38275 -6.10497  0.47
H 2.90915 1.01453 -5.31231  0.48
O 3.91455 2.17274 -2.36507  -0.96
H 4.84598 2.32274 -2.55484  0.47
H 3.90401 1.39136 -1.79309  0.49
O 0.87837 -3.36087 4.04339  -0.95
H -0.03042 -3.08074 4.21319  0.49
H 1.35988 -3.09433 4.83206  0.47
O -0.18491 -2.61261 -3.34632  -0.94
H 0.03113 -2.12128 -4.14584  0.48
H -1.14627 -2.58868 -3.30281  0.47
O 3.24907 3.75525 0.15910  -0.96
H 3.45030 3.35557 -0.69938  0.49
H 4.07482 3.71140 0.64862  0.46



Entry 4:
Molecular formula: C8H25InO5S4
Method: DFT, wB97M-V/def2-TZVPD

HOMO level: -12.6 eV
Total charge: +2
Spin multiplicity: 1
E_tot: -2478.0290 hartree
Relative energy (zero: lowest compared OMol25 entry of this formula, charge and spin): 0.0 kcal per mole
Strongest force on any atom: 3.8 eV/Å

Last column: Mulliken charge in e.
Cartesian coordinates (Å):
In -14.14279 -9.52533 -1.49053  1.18
O -14.08235 -8.40265 -3.08971  -0.70
H -15.02038 -8.24189 -3.55399  0.38
C -8.92854 -10.19331 -0.57980  -0.91
S -10.19773 -11.35705 -1.29832  0.40
O -11.60305 -11.10226 -0.69064  -0.52
C -10.34423 -10.61802 -2.94414  -0.88
H -8.50818 -10.48838 0.39624  0.31
H -9.47421 -9.26618 -0.41439  0.27
H -8.12767 -10.09120 -1.31713  0.39
H -10.53632 -9.56899 -2.97011  0.34
H -11.28720 -10.99974 -3.28733  0.24
H -9.49505 -10.77131 -3.67303  0.41
C -13.37789 -14.45020 -1.41519  -0.98
S -14.66293 -13.25047 -1.93511  0.41
O -14.04500 -11.80873 -1.88884  -0.52
C -14.39498 -13.96505 -3.52135  -1.05
H -13.76757 -15.42915 -1.74355  0.45
H -13.24289 -14.32936 -0.28311  0.30
H -12.34101 -14.23342 -1.77391  0.32
H -14.73022 -14.96468 -3.46357  0.47
H -13.31817 -14.03337 -3.64391  0.34
H -14.80382 -13.52500 -4.39120  0.35
C -16.34119 -5.44231 -6.08622  -0.85
S -16.24543 -4.61887 -4.29434  0.47
O -17.27820 -5.31563 -3.45795  -0.60
C -14.78788 -5.55186 -3.88200  -0.68
H -15.34242 -5.06917 -6.39390  0.31
H -16.97796 -4.88650 -6.73567  0.38
H -16.37014 -6.52061 -5.82066  0.23
H -14.80655 -6.54248 -4.35530  -0.01
H -14.76778 -5.60771 -2.82378  0.36
H -13.85299 -4.96252 -4.07963  0.41
C -11.09578 -10.48586 2.82732  -0.64
S -12.83645 -9.89967 3.13949  0.81
O -12.79649 -8.45247 3.17363  -0.22
C -13.57826 -9.43431 0.49582  -1.46
H -10.58102 -9.52804 2.63248  0.32
H -10.89306 -11.13269 1.99748  0.17
H -10.71871 -11.05789 3.73839  0.43
H -12.76965 -8.71555 0.47277  0.53
H -14.46243 -9.18312 1.12247  0.62
H -13.23009 -10.48721 0.54082  0.38



Entry 5:
Molecular formula: C8H25MgO5S4
Method: DFT, wB97M-V/def2-TZVPD

HOMO level: -10.5 eV
Total charge: +1
Spin multiplicity: 1
E_tot: -2488.5691 hartree
Relative energy (zero: lowest compared OMol25 entry of this formula, charge and spin): 0.0 kcal per mole
Strongest force on any atom: 1.9 eV/Å

Last column: natural (NBO) charge in e.
Cartesian coordinates (Å):
Mg -32.18886 25.48075 20.19673  1.87
O -31.59241 25.74470 18.49684  -1.40
H -31.57582 25.48062 17.59572  0.46
C -27.89949 28.06981 14.71384  -0.82
S -29.64900 28.40162 14.34215  1.22
O -29.94858 27.76701 13.01109  -0.98
C -30.36291 27.20477 15.53051  -0.84
H -27.54312 27.14023 14.27730  0.25
H -27.74355 28.26903 15.77026  0.23
H -27.40661 28.84253 14.11291  0.24
H -31.25340 26.72372 15.12317  0.24
H -30.53626 27.70266 16.48074  0.22
H -29.68982 26.34370 15.55103  0.23
C -32.65569 22.62280 17.67645  -0.80
S -32.42878 22.15109 19.42520  1.25
O -32.18241 23.47396 20.17921  -1.13
C -34.09554 21.50759 19.78274  -0.82
H -33.42356 23.37530 17.49167  0.25
H -32.97476 21.72461 17.14400  0.25
H -31.70590 22.99942 17.31490  0.26
H -34.06941 20.42128 19.68428  0.26
H -34.72380 21.90993 18.98852  0.24
H -34.52933 21.69659 20.76109  0.27
C -34.47920 28.90048 19.87531  -0.84
S -32.92932 28.69324 20.77043  1.28
O -32.49673 27.25842 20.55517  -1.16
C -31.90228 29.75385 19.70150  -0.78
H -34.44208 28.68646 18.80864  0.26
H -34.75584 29.96144 19.95226  0.26
H -35.35188 28.45049 20.34933  0.26
H -30.87220 29.69653 20.03164  0.26
H -32.40335 30.71750 19.78328  0.25
H -32.00026 29.42797 18.66535  0.25
C -28.87988 23.38557 18.16455  -0.85
S -27.47256 23.85899 19.16129  1.27
O -26.98140 25.11504 18.50164  -0.97
C -28.43877 24.45472 20.57761  -0.84
H -29.34999 22.48390 18.56314  0.21
H -28.44459 23.16450 17.18723  0.25
H -29.58724 24.20637 18.05410  0.25
H -28.75861 23.66555 21.26488  0.23
H -29.29739 25.04974 20.26274  0.20
H -27.81040 25.09768 21.19690  0.25



Repeat the fourth record exactly.
Molecular formula: C8H25InO5S4
Method: DFT, wB97M-V/def2-TZVPD

HOMO level: -12.6 eV
Total charge: +2
Spin multiplicity: 1
E_tot: -2478.0290 hartree
Relative energy (zero: lowest compared OMol25 entry of this formula, charge and spin): 0.0 kcal per mole
Strongest force on any atom: 3.8 eV/Å

Last column: Mulliken charge in e.
Cartesian coordinates (Å):
In -14.14279 -9.52533 -1.49053  1.18
O -14.08235 -8.40265 -3.08971  -0.70
H -15.02038 -8.24189 -3.55399  0.38
C -8.92854 -10.19331 -0.57980  -0.91
S -10.19773 -11.35705 -1.29832  0.40
O -11.60305 -11.10226 -0.69064  -0.52
C -10.34423 -10.61802 -2.94414  -0.88
H -8.50818 -10.48838 0.39624  0.31
H -9.47421 -9.26618 -0.41439  0.27
H -8.12767 -10.09120 -1.31713  0.39
H -10.53632 -9.56899 -2.97011  0.34
H -11.28720 -10.99974 -3.28733  0.24
H -9.49505 -10.77131 -3.67303  0.41
C -13.37789 -14.45020 -1.41519  -0.98
S -14.66293 -13.25047 -1.93511  0.41
O -14.04500 -11.80873 -1.88884  -0.52
C -14.39498 -13.96505 -3.52135  -1.05
H -13.76757 -15.42915 -1.74355  0.45
H -13.24289 -14.32936 -0.28311  0.30
H -12.34101 -14.23342 -1.77391  0.32
H -14.73022 -14.96468 -3.46357  0.47
H -13.31817 -14.03337 -3.64391  0.34
H -14.80382 -13.52500 -4.39120  0.35
C -16.34119 -5.44231 -6.08622  -0.85
S -16.24543 -4.61887 -4.29434  0.47
O -17.27820 -5.31563 -3.45795  -0.60
C -14.78788 -5.55186 -3.88200  -0.68
H -15.34242 -5.06917 -6.39390  0.31
H -16.97796 -4.88650 -6.73567  0.38
H -16.37014 -6.52061 -5.82066  0.23
H -14.80655 -6.54248 -4.35530  -0.01
H -14.76778 -5.60771 -2.82378  0.36
H -13.85299 -4.96252 -4.07963  0.41
C -11.09578 -10.48586 2.82732  -0.64
S -12.83645 -9.89967 3.13949  0.81
O -12.79649 -8.45247 3.17363  -0.22
C -13.57826 -9.43431 0.49582  -1.46
H -10.58102 -9.52804 2.63248  0.32
H -10.89306 -11.13269 1.99748  0.17
H -10.71871 -11.05789 3.73839  0.43
H -12.76965 -8.71555 0.47277  0.53
H -14.46243 -9.18312 1.12247  0.62
H -13.23009 -10.48721 0.54082  0.38